No. 1
14
Properties=species:S:1:pos:R:3:forces:R:3 method="wB97M-V/def2-TZVPD" smiles="C[C@H]1N=N[C@@]1(C)Cl" total_charge=0 e_homo_ev=-9.79 orbital_gap_ev=10.2
C 0.9262 -0.0138 0.0832 1.7 -0.2 -2.1
C -0.0275 1.1171 0.1398 -2.3 1.0 0.8
C 1.1599 -0.7128 -1.2387 1.4 0.3 2.0
C -1.0041 1.0401 1.3269 -2.3 1.7 -1.5
N 2.0074 1.0919 0.3141 -2.4 -0.8 0.2
N 1.1136 1.9845 0.3211 1.4 1.0 0.1
Cl -1.0083 1.6134 -1.3182 0.8 -0.3 0.4
H 0.7918 -0.6735 0.8821 0.2 -1.1 1.4
H 1.2488 0.0591 -1.9168 0.3 1.6 -1.9
H 0.3619 -1.3140 -1.5823 -0.6 -1.1 0.0
H 2.1648 -1.1435 -1.1354 -0.5 -0.6 -0.4
H -0.7757 0.2864 2.0113 0.7 -1.1 1.1
H -2.0294 0.8138 0.9049 1.1 -0.1 0.5
H -1.1918 1.9883 1.8678 0.6 -0.3 -0.4



No. 2
51
Properties=species:S:1:pos:R:3:forces:R:3 method="wB97M-V/def2-TZVPD" total_charge=-1 e_homo_ev="-3.41 / -3.07" orbital_gap_ev="5.0 / 4.7" spin_multiplicity=2
Re -0.7984 0.9593 -0.3250 0.9 -0.2 0.1
Cl 1.3191 3.3975 -2.7081 0.1 0.0 0.1
C -0.4227 3.2601 -2.7672 0.3 -0.1 0.0
C -1.0610 2.3531 -1.9046 -0.3 -0.2 0.0
C -2.4449 2.3435 -2.1608 -0.2 -0.1 0.2
Cl -3.2399 1.2261 -1.0521 -0.2 0.2 0.0
C -3.1633 3.0758 -3.0758 0.0 -0.1 0.0
Cl -4.8781 2.9023 -3.2145 0.1 0.0 0.0
C -2.4559 3.9656 -3.8839 -0.1 0.0 0.0
Cl -3.2849 4.9254 -5.0598 0.0 0.0 0.0
C -1.0785 4.0435 -3.7152 0.1 0.1 -0.1
Cl -0.1868 5.1403 -4.7242 0.0 0.0 0.0
O 1.4028 3.7942 1.9212 0.0 0.1 0.0
C 1.0974 2.9646 1.0730 0.4 -0.3 0.1
O -0.0548 2.5112 0.8220 -0.3 0.3 -0.2
C 2.2776 2.4465 0.2224 -0.1 -0.1 -0.2
C 3.3414 3.3034 -0.0023 -0.1 -0.1 -0.1
C 4.3319 2.9602 -0.9035 -0.1 -0.1 -0.1
C 4.2270 1.7560 -1.5869 -0.1 0.1 0.1
C 3.1895 0.9022 -1.2802 -0.1 0.1 0.2
N 2.2658 1.2278 -0.3638 0.0 0.2 0.1
H 3.3168 4.2415 0.5291 0.1 0.1 0.0
H 5.1525 3.6342 -1.0974 0.1 0.0 0.0
H 4.9422 1.4554 -2.3368 0.1 0.0 0.0
H 3.0566 -0.0618 -1.7448 0.0 0.1 0.0
C 2.3216 -1.9088 -0.3996 -0.1 -0.2 0.2
O 1.3640 -0.9256 -0.7441 -0.1 0.2 -0.2
C 1.1742 0.2203 0.0649 -0.2 0.0 0.0
C 1.4504 -0.0449 1.5542 0.0 0.0 0.1
H 3.2757 -1.4920 -0.0599 0.0 0.0 0.0
H 2.5024 -2.4896 -1.3044 0.0 0.0 0.0
H 1.9428 -2.5838 0.3758 0.0 0.1 0.0
H 2.2347 -0.7813 1.7261 0.1 -0.1 0.0
H 0.5400 -0.4004 2.0314 0.1 0.0 -0.1
H 1.7660 0.8543 2.0816 -0.1 0.1 -0.1
O -3.0124 -0.2232 1.7970 -0.1 -0.1 -0.1
C -2.2285 -1.0803 1.4157 0.0 -0.2 0.4
O -1.1940 -0.9240 0.6741 0.0 0.3 -0.4
C -2.4070 -2.5159 1.8982 -0.1 0.0 0.0
C -3.5306 -2.8557 2.6438 0.1 0.0 0.0
C -3.7211 -4.1549 3.0960 0.1 0.0 0.0
C -2.7795 -5.1339 2.8166 -0.1 0.1 0.0
C -1.6689 -4.7658 2.0786 0.1 -0.5 -0.4
C -1.4564 -3.4874 1.6089 -0.1 0.2 0.0
N -0.6517 -5.8077 1.7780 0.6 0.5 1.3
O 0.3830 -5.4438 1.2439 -0.5 -0.4 -0.3
O -0.8334 -6.9180 2.2554 0.0 0.1 -0.7
H -4.2435 -2.0717 2.8584 0.0 0.0 0.0
H -4.6016 -4.4092 3.6704 0.0 0.0 0.0
H -2.8922 -6.1524 3.1539 0.0 0.0 0.0
H -0.5855 -3.2325 1.0242 0.0 0.0 0.0



No. 3
18
Properties=species:S:1:pos:R:3:forces:R:3 method="wB97M-V/def2-TZVPD" smiles="C=NN[C@H]1C[C@]1(C)S" total_charge=0 e_homo_ev=-8.74 orbital_gap_ev=9.5
C 0.6422 0.0900 1.4981 0.9 -0.6 -0.8
C 1.0122 0.1013 0.0076 0.2 0.0 0.9
C 0.8883 1.4016 -0.7388 0.3 0.7 0.9
C -0.1700 0.3574 -0.8912 -0.4 0.0 0.2
C -2.0839 -1.5807 -0.3398 0.0 0.1 0.6
H 1.5616 0.1005 2.0918 -0.2 0.0 0.1
H 0.0779 -0.8274 1.7044 0.1 0.3 0.2
H 0.0439 0.9545 1.6928 -0.4 0.4 0.5
H 3.3349 -0.6337 0.2710 -0.5 0.2 -0.1
H 1.5828 1.6176 -1.5493 -0.3 -0.2 0.1
H 0.7087 2.2393 -0.0439 -0.2 -0.3 -0.7
H -0.2561 -0.1799 -1.8168 0.2 -0.2 -0.5
H -1.8929 1.4472 -0.3718 0.3 0.4 -0.1
H -2.8554 -2.3134 -0.2436 -0.4 -0.3 0.1
H -1.0891 -1.9131 -0.5172 0.8 -0.3 -0.5
N -1.4228 0.5758 -0.2213 0.2 0.5 0.1
N -2.3616 -0.3730 -0.0719 -0.6 -0.2 -0.7
S 2.2795 -1.0641 -0.4601 0.0 -0.6 -0.4



No. 4
18
Properties=species:S:1:pos:R:3:forces:R:3 method="wB97M-V/def2-TZVPD" smiles="CNC(=O)C(C)C" total_charge=0 e_homo_ev=-9.63 orbital_gap_ev=10.5
C 2.8034 0.5339 -0.1170 0.1 0.0 0.1
N 1.4598 0.2453 -0.5693 -0.1 0.0 0.0
C 0.4898 -0.2017 0.2784 0.0 0.0 0.1
O 0.7164 -0.5123 1.4381 0.0 0.1 -0.3
C -0.9244 -0.2194 -0.2974 0.0 0.0 0.0
C -1.6480 -1.5020 0.1038 0.0 -0.1 0.0
C -1.6519 1.0182 0.2441 0.0 0.1 0.0
H 3.0293 1.6018 -0.2179 0.0 -0.2 0.0
H 3.5504 -0.0427 -0.6727 -0.1 0.1 0.1
H 2.8513 0.2572 0.9372 0.1 0.0 -0.1
H 1.1940 0.5108 -1.5037 0.0 0.0 0.1
H -0.8752 -0.1538 -1.3938 0.0 0.0 0.2
H -1.5710 -1.6407 1.1860 0.0 0.0 -0.1
H -1.2098 -2.3790 -0.3834 0.0 0.1 0.1
H -2.7067 -1.4492 -0.1726 0.2 0.0 0.0
H -2.6858 1.0509 -0.1161 0.2 0.0 0.0
H -1.6650 0.9868 1.3387 0.0 0.0 -0.2
H -1.1513 1.9429 -0.0643 -0.1 -0.1 0.0